{"formula": "C37H52F8NO24Si", "method": "ωB97M-V/def2-TZVPD", "s_squared": 0.754, "total_energy_ha": -4390.1210, "multiplicity": 2, "homo_ev": [-8.46, -9.63], "charge": 0, "gap_ev": [8.7942, 9.8242], "mol_weight_g_mol": 1074.9, "species": ["C", "C", "C", "C", "C", "C", "C", "O", "Si", "C", "C", "C", "C", "C", "O", "F", "C", "C", "C", "C", "N", "O", "H", "H", "H", "H", "H", "H", "H", "H", "H", "H", "H", "H", "H", "H", "H", "H", "H", "H", "H", "H", "H", "H", "H", "H", "H", "H", "H", "H", "H", "H", "H", "C", "C", "O", "C", "O", "O", "F", "H", "H", "H", "C", "C", "O", "C", "O", "O", "F", "H", "H", "H", "C", "C", "O", "C", "O", "O", "F", "H", "H", "H", "C", "C", "O", "C", "O", "O", "F", "H", "H", "H", "C", "C", "O", "C", "O", "O", "F", "H", "H", "H", "C", "C", "O", "C", "O", "O", "F", "H", "H", "H", "C", "C", "O", "C", "O", "O", "F", "H", "H", "H"], "xyz": [[-3.486, 2.743, -1.498], [-3.044, 1.348, -1.031], [-4.324, 0.555, -0.689], [-2.339, 0.631, -2.193], [-0.963, -0.009, -1.858], [-1.242, -1.307, -1.080], [-0.224, -1.714, -0.034], [1.106, -1.576, -0.508], [2.302, -2.339, 0.364], [2.483, -1.704, 2.119], [2.098, -4.204, 0.351], [3.895, -1.939, -0.536], [-0.348, -0.279, -3.247], [1.022, -0.870, -3.218], [1.269, -2.084, -3.245], [2.033, 0.027, -3.181], [-0.133, 1.028, -1.112], [-0.809, 1.736, 0.082], [-0.147, 1.346, 1.424], [-0.582, 3.241, -0.070], [-2.247, 1.403, 0.209], [-2.822, 2.014, 1.171], [-3.659, 3.429, -0.681], [-4.360, 2.687, -2.128], [-2.705, 3.139, -2.132], [-4.699, 0.838, 0.284], [-5.089, 0.823, -1.405], [-4.193, -0.516, -0.775], [-2.966, -0.194, -2.509], [-2.225, 1.280, -3.052], [-2.177, -1.187, -0.548], [-1.398, -2.134, -1.764], [-0.373, -1.175, 0.895], [-0.415, -2.761, 0.207], [3.536, -1.789, 2.366], [2.233, -0.656, 2.227], [1.945, -2.300, 2.845], [2.968, -4.701, 0.742], [1.941, -4.510, -0.676], [1.231, -4.478, 0.947], [4.733, -2.237, 0.081], [3.972, -0.868, -0.693], [3.956, -2.431, -1.499], [-0.314, 0.686, -3.742], [-1.006, -0.929, -3.804], [0.817, 0.639, -0.779], [0.098, 1.801, -1.840], [-0.109, 2.209, 2.070], [-0.767, 0.623, 1.934], [0.850, 0.954, 1.286], [-1.013, 3.763, 0.771], [0.490, 3.387, -0.003], [-0.943, 3.633, -1.010], [-0.054, -3.539, -5.872], [0.892, -4.324, -6.749], [0.211, -4.342, -7.992], [-0.573, -3.225, -8.050], [-1.077, -2.806, -9.031], [-0.678, -2.663, -6.821], [1.061, -5.598, -6.313], [-0.809, -4.185, -5.421], [0.452, -2.978, -5.092], [1.872, -3.864, -6.883], [-6.727, 2.221, 4.428], [-5.911, 1.268, 3.585], [-6.668, 1.202, 2.388], [-7.336, 2.384, 2.260], [-7.848, 2.766, 1.266], [-7.319, 3.063, 3.433], [-5.841, 0.031, 4.137], [-7.509, 1.695, 4.977], [-6.127, 2.805, 5.121], [-4.902, 1.613, 3.352], [0.071, 5.127, 5.656], [-0.209, 4.669, 4.246], [0.080, 3.284, 4.309], [-0.152, 2.880, 5.596], [-0.256, 1.756, 5.937], [-0.253, 3.954, 6.414], [0.625, 5.258, 3.347], [1.121, 5.373, 5.796], [-0.539, 5.971, 5.965], [-1.240, 4.808, 3.917], [-4.644, 6.656, -4.828], [-5.039, 5.262, -5.261], [-3.790, 4.591, -5.293], [-2.972, 5.206, -4.394], [-1.959, 4.755, -3.987], [-3.489, 6.400, -4.021], [-5.589, 5.247, -6.499], [-4.364, 7.272, -5.684], [-5.413, 7.164, -4.252], [-5.707, 4.745, -4.571], [5.510, -6.598, -2.053], [6.725, -7.068, -1.287], [6.858, -6.070, -0.284], [5.617, -5.565, -0.046], [5.324, -4.908, 0.893], [4.761, -5.931, -1.028], [7.843, -7.081, -2.057], [5.779, -5.885, -2.833], [4.931, -7.409, -2.485], [6.602, -8.035, -0.803], [3.326, 9.309, 6.001], [2.937, 7.876, 5.719], [1.565, 7.858, 6.082], [1.077, 9.123, 5.899], [-0.069, 9.397, 5.864], [2.096, 10.002, 5.757], [3.613, 6.996, 6.498], [3.622, 9.443, 7.042], [4.112, 9.679, 5.349], [3.037, 7.575, 4.675], [4.360, -10.424, 2.194], [4.608, -9.314, 1.199], [3.638, -9.567, 0.205], [2.587, -10.207, 0.808], [1.521, -10.345, 0.329], [2.956, -10.648, 2.037], [5.849, -9.394, 0.634], [4.907, -11.329, 1.924], [4.598, -10.148, 3.217], [4.466, -8.307, 1.597]], "forces_ev_per_angstrom": [[0.9, 0.2, -0.1], [-1.6, -0.8, -0.3], [0.0, 0.4, -0.1], [0.7, -0.6, 0.3], [-0.7, 0.2, 0.1], [0.3, 0.2, 0.3], [0.0, -0.5, -0.2], [-0.1, -0.1, 0.5], [1.2, -0.3, -0.3], [-0.1, -0.2, -0.3], [-0.7, 0.8, 0.0], [-0.5, 0.2, 0.2], [0.5, 0.5, 0.4], [0.8, -4.0, -0.1], [-0.4, 4.0, -0.2], [-0.5, -0.4, 0.1], [-0.4, 0.3, -0.1], [0.9, -0.3, 0.6], [-0.6, 0.1, -0.2], [0.0, -0.3, 0.1], [0.5, 1.3, -0.7], [-0.1, -0.4, 0.4], [-0.2, 0.0, 0.3], [-0.4, -0.2, -0.1], [0.2, 0.4, 0.0], [-0.1, -0.1, 0.3], [-0.2, 0.0, -0.2], [0.2, -0.3, 0.3], [-0.3, -0.1, -0.3], [0.0, 0.4, -0.1], [-0.3, 0.0, 0.2], [0.0, -0.1, -0.4], [0.1, 0.4, 0.1], [-0.1, -0.2, 0.1], [0.3, -0.1, 0.1], [-0.2, 0.2, 0.1], [-0.3, 0.0, 0.2], [0.4, -0.1, 0.2], [-0.1, -0.2, -0.2], [-0.2, -0.3, 0.0], [0.3, -0.2, 0.1], [0.1, 0.3, -0.1], [0.0, -0.1, -0.2], [0.2, 0.1, -0.3], [-0.1, -0.4, -0.2], [0.2, -0.2, 0.0], [0.1, 0.2, -0.2], [0.1, 0.2, 0.3], [0.0, -0.3, 0.2], [0.2, -0.1, -0.1], [-0.3, 0.2, 0.1], [0.3, 0.1, -0.2], [-0.1, 0.2, -0.2], [0.0, 0.2, 0.2], [-0.2, -0.2, -0.1], [0.2, 0.2, 0.0], [0.0, -0.1, 0.2], [-0.2, 0.0, -0.2], [0.1, -0.1, 0.0], [0.0, 0.0, -0.1], [0.1, -0.1, -0.1], [0.0, 0.1, -0.1], [0.1, -0.1, 0.0], [0.0, 0.2, 0.1], [-0.1, -0.2, 0.0], [0.2, 0.2, 0.0], [0.0, -0.1, 0.1], [-0.2, 0.1, -0.2], [0.1, -0.1, 0.1], [0.0, 0.0, -0.1], [0.0, -0.1, 0.0], [0.0, 0.1, -0.1], [0.1, -0.1, 0.0], [-0.2, 0.1, 0.2], [0.3, -0.1, -0.1], [-0.3, 0.2, 0.1], [0.1, 0.1, 0.0], [0.0, -0.3, 0.1], [0.0, 0.1, -0.2], [0.0, -0.1, 0.0], [0.1, 0.0, -0.1], [-0.1, -0.1, 0.1], [0.0, 0.1, -0.1], [-0.1, 0.2, 0.1], [0.1, 0.0, -0.2], [-0.2, 0.0, 0.3], [0.0, 0.1, -0.1], [0.3, -0.1, 0.0], [-0.2, 0.0, -0.1], [0.1, 0.0, 0.0], [0.0, -0.1, -0.1], [0.1, 0.0, 0.2], [-0.1, 0.0, -0.1], [-0.2, 0.0, -0.1], [0.2, 0.2, -0.1], [-0.2, -0.2, 0.1], [0.1, 0.0, -0.2], [0.0, 0.1, 0.2], [0.1, -0.1, -0.1], [-0.1, 0.1, 0.1], [0.1, 0.0, 0.0], [-0.1, 0.0, 0.2], [0.2, 0.0, -0.2], [0.1, 0.2, -0.1], [0.0, -0.1, 0.3], [0.2, 0.1, -0.3], [0.1, 0.0, 0.1], [-0.3, 0.0, 0.0], [0.1, -0.1, 0.0], [-0.1, 0.0, 0.0], [0.0, -0.1, 0.0], [-0.1, 0.1, -0.1], [0.1, -0.1, 0.0], [0.0, -0.1, 0.2], [0.0, -0.1, -0.2], [0.0, 0.2, 0.2], [0.2, -0.1, 0.1], [-0.2, -0.1, -0.2], [0.2, 0.1, 0.0], [-0.2, -0.1, 0.1], [0.1, 0.1, -0.1], [-0.2, 0.0, 0.0], [0.2, 0.0, 0.0]], "mulliken_spin": [0.043, 0.006, 0.005, 0.007, 0.025, 0.007, -0.004, 0.004, 0.000, 0.000, 0.000, 0.000, 0.000, 0.000, 0.000, 0.000, 0.011, 0.038, -0.001, 0.042, 0.302, 0.544, -0.007, 0.000, -0.010, 0.019, -0.002, -0.004, 0.001, -0.002, -0.014, 0.002, 0.000, 0.000, 0.000, 0.000, 0.000, 0.000, 0.000, 0.000, 0.000, 0.000, 0.000, 0.000, 0.000, 0.000, -0.001, 0.003, -0.006, 0.002, -0.005, -0.003, -0.006, 0.000, 0.000, 0.000, 0.000, 0.000, 0.000, 0.000, 0.000, 0.000, 0.000, 0.000, 0.000, 0.001, 0.000, 0.000, 0.000, 0.000, 0.000, 0.000, 0.001, 0.000, 0.000, 0.000, 0.000, 0.000, 0.000, 0.000, 0.000, 0.000, 0.000, 0.000, 0.000, 0.000, 0.000, 0.000, 0.000, 0.000, 0.000, 0.000, 0.000, 0.000, 0.000, 0.000, 0.000, 0.000, 0.000, 0.000, 0.000, 0.000, 0.000, 0.000, 0.000, 0.000, 0.000, 0.000, 0.000, 0.000, 0.000, 0.000, 0.000, 0.000, 0.000, 0.000, 0.000, 0.000, 0.000, 0.000, 0.000, 0.000, 0.000]}